The following is a quantum chemistry calculation of C5H6O3Tm as an isolated structure, from the Open Molecules 2025 dataset.

Electronic energy: -1504.2067 hartree
Total charge: +2
2S+1: 4
⟨S²⟩: 3.752

Each line ends with the Löwdin charge.
CARTESIAN COORDINATES (ANGSTROEM)
1 O 3.16 -0.98 -1.97  0.329
2 C 3.26 -0.56 -0.90  -0.307
3 O 3.71 -0.47 0.21  -0.051
4 O 1.27 0.91 0.57  -0.498
5 C 0.03 0.87 -0.07  -0.340
6 C -0.95 -0.16 0.48  -0.131
7 C -2.12 -0.37 -0.47  -0.040
8 C -3.39 -0.26 -0.14  0.480
9 Tm 2.81 0.48 2.16  1.690
10 H 0.28 0.62 -1.12  0.127
11 H -0.45 1.86 -0.06  0.142
12 H -1.33 0.16 1.46  0.135
13 H -0.43 -1.12 0.61  0.149
14 H -1.86 -0.56 -1.52  0.172
15 H -3.99 -0.43 0.76  0.143


The following is a quantum chemistry calculation of a 8-piece molecular cluster, C55H84ClN2O24S overall, from the Open Molecules 2025 dataset.

Electronic energy: -4919.6262 hartree
Total charge: +1
2S+1: 1

Each line ends with the Löwdin charge.
CARTESIAN COORDINATES (ANGSTROEM)
1 C -4.32 -1.75 -6.77  0.144
2 C -3.58 -0.84 -6.56  -0.131
3 C -2.70 0.26 -6.17  -0.102
4 C -1.45 -0.19 -5.42  -0.370
5 N -0.87 -1.22 -6.30  0.137
6 C -0.31 0.86 -5.31  -0.168
7 C -0.68 2.37 -5.47  -0.294
8 C -0.78 2.82 -6.94  -0.040
9 C -1.88 2.84 -4.60  -0.171
10 C -1.51 3.82 -3.48  -0.248
11 C -0.79 5.07 -3.97  -0.093
12 C 0.29 0.74 -3.88  -0.160
13 C 1.65 -0.02 -3.69  -0.612
14 Cl 2.60 -0.13 -5.19  0.727
15 C 2.50 0.70 -2.63  -0.274
16 C 3.38 -0.28 -1.85  -0.072
17 C -0.75 -0.14 -3.24  -0.163
18 C -0.66 -0.34 -1.78  -0.103
19 S -2.15 0.37 -0.99  0.731
20 O -3.00 0.87 -2.04  -0.316
21 O -1.71 1.35 -0.05  -0.320
22 N -1.63 -0.64 -4.01  0.133
23 C -2.74 -1.53 -3.63  -0.108
24 O -2.58 -2.19 -2.41  -0.054
25 C -1.69 -3.27 -2.38  -0.194
26 C -0.85 -3.62 -3.41  0.007
27 C -0.01 -4.72 -3.34  -0.261
28 C 0.88 -5.04 -4.51  -0.031
29 C 0.00 -5.48 -2.18  -0.005
30 C -0.83 -5.11 -1.14  0.005
31 C -1.68 -4.03 -1.19  -0.116
32 C -2.51 -3.72 0.04  -0.327
33 C -1.79 -2.67 0.89  -0.032
34 C -3.98 -3.34 -0.25  -0.034
35 H -5.06 -2.48 -6.99  0.043
36 H -2.36 0.75 -7.08  0.127
37 H -3.30 0.98 -5.63  0.124
38 H 0.07 -1.44 -6.00  0.073
39 H -1.38 -2.10 -6.24  0.083
40 H 0.36 0.69 -6.14  0.098
41 H 0.18 2.91 -5.08  0.118
42 H -0.20 3.72 -7.11  0.084
43 H -0.38 2.04 -7.59  0.082
44 H -1.82 2.97 -7.25  0.077
45 H -2.55 3.38 -5.26  0.116
46 H -2.46 2.02 -4.18  0.078
47 H -0.94 3.35 -2.68  0.096
48 H -2.45 4.14 -3.03  0.111
49 H -0.82 5.86 -3.22  0.073
50 H 0.27 4.84 -4.11  0.069
51 H -1.18 5.45 -4.91  0.081
52 H 0.29 1.67 -3.33  0.139
53 H 1.42 -1.03 -3.35  0.106
54 H 1.87 1.25 -1.93  0.102
55 H 3.10 1.45 -3.14  0.106
56 H 2.83 -0.80 -1.07  0.080
57 H 4.20 0.29 -1.41  0.061
58 H 3.77 -1.00 -2.56  0.077
59 H -0.61 -1.39 -1.48  0.104
60 H 0.17 0.17 -1.31  0.108
61 H -2.81 -0.62 -0.35  0.073
62 H -3.65 -0.94 -3.59  0.157
63 H -2.86 -2.25 -4.43  0.136
64 H -0.82 -3.05 -4.33  0.090
65 H 1.09 -4.10 -5.03  0.067
66 H 0.36 -5.65 -5.25  0.089
67 H 1.82 -5.48 -4.22  0.085
68 H 0.67 -6.33 -2.12  0.122
69 H -0.79 -5.70 -0.23  0.089
70 H -2.51 -4.61 0.67  0.127
71 H -0.93 -3.15 1.36  0.097
72 H -1.38 -1.87 0.29  0.030
73 H -2.42 -2.29 1.70  0.078
74 H -4.53 -3.50 0.67  0.088
75 H -4.41 -3.92 -1.07  0.096
76 H -4.03 -2.27 -0.42  0.047
77 C 8.90 0.48 1.70  -0.013
78 C 7.67 0.19 0.87  -0.306
79 C 6.83 1.40 0.54  -0.078
80 O 5.51 0.82 0.42  0.033
81 C 5.49 -0.29 1.19  -0.567
82 O 4.50 -0.89 1.47  0.131
83 O 6.73 -0.63 1.59  0.100
84 H 8.61 0.87 2.67  0.097
85 H 9.47 -0.44 1.87  0.089
86 H 9.54 1.20 1.20  0.074
87 H 7.95 -0.36 -0.04  0.160
88 H 7.13 1.88 -0.39  0.139
89 H 6.82 2.14 1.33  0.127
90 C -6.92 1.20 3.29  -0.005
91 C -6.27 0.15 2.43  -0.320
92 C -6.07 0.55 0.99  -0.085
93 O -6.14 -0.71 0.31  0.037
94 C -6.91 -1.54 1.07  -0.563
95 O -7.33 -2.59 0.70  0.162
96 O -7.13 -1.00 2.29  0.100
97 H -7.93 1.42 2.95  0.095
98 H -7.00 0.85 4.32  0.093
99 H -6.33 2.12 3.29  0.071
100 H -5.33 -0.18 2.87  0.121
101 H -5.11 1.03 0.82  0.130
102 H -6.86 1.20 0.61  0.142
103 C -2.03 4.08 1.65  -0.022
104 C -2.71 4.63 2.88  -0.320
105 C -1.95 4.41 4.16  -0.095
106 O -3.00 4.33 5.13  0.061
107 C -4.12 3.89 4.49  -0.561
108 O -5.11 3.53 5.03  0.163
109 O -3.93 3.92 3.14  0.083
110 H -1.95 3.00 1.72  0.065
111 H -2.62 4.30 0.76  0.090
112 H -1.04 4.51 1.52  0.095
113 H -2.96 5.69 2.74  0.161
114 H -1.27 5.23 4.40  0.143
115 H -1.39 3.47 4.17  0.120
116 C -2.00 -10.91 0.95  -0.019
117 C -1.63 -9.55 1.49  -0.323
118 C -2.43 -8.40 0.92  -0.082
119 O -1.50 -7.31 1.01  0.023
120 C -0.25 -7.84 0.97  -0.562
121 O 0.75 -7.20 0.83  0.165
122 O -0.29 -9.18 1.11  0.097
123 H -1.81 -10.96 -0.12  0.094
124 H -1.41 -11.68 1.43  0.090
125 H -3.06 -11.12 1.13  0.094
126 H -1.67 -9.55 2.59  0.161
127 H -3.32 -8.18 1.50  0.142
128 H -2.70 -8.55 -0.12  0.142
129 C -1.39 1.10 6.56  -0.009
130 C -2.73 0.60 6.09  -0.317
131 C -3.30 -0.55 6.89  -0.076
132 O -4.09 -1.24 5.91  0.084
133 C -3.57 -0.98 4.70  -0.559
134 O -3.88 -1.53 3.69  0.140
135 O -2.64 0.01 4.77  0.086
136 H -0.63 0.32 6.46  0.091
137 H -1.07 1.94 5.95  0.062
138 H -1.44 1.41 7.60  0.100
139 H -3.45 1.42 6.03  0.149
140 H -3.92 -0.23 7.72  0.145
141 H -2.53 -1.24 7.25  0.142
142 C 2.84 0.10 4.01  -0.014
143 C 3.18 1.43 4.64  -0.325
144 C 2.38 2.60 4.12  -0.094
145 O 3.31 3.69 4.26  0.065
146 C 4.56 3.16 4.20  -0.556
147 O 5.56 3.78 4.07  0.160
148 O 4.52 1.81 4.28  0.092
149 H 3.09 0.13 2.95  0.067
150 H 3.44 -0.70 4.45  0.097
151 H 1.79 -0.15 4.14  0.088
152 H 3.12 1.37 5.73  0.159
153 H 1.48 2.78 4.69  0.126
154 H 2.13 2.50 3.06  0.139
155 C 8.88 7.50 2.52  -0.019
156 C 8.49 6.53 1.43  -0.322
157 C 7.31 5.65 1.76  -0.089
158 O 7.59 4.47 0.99  0.043
159 C 8.93 4.40 0.82  -0.552
160 O 9.49 3.45 0.38  0.153
161 O 9.53 5.55 1.21  0.097
162 H 9.20 6.96 3.42  0.095
163 H 9.72 8.11 2.21  0.088
164 H 8.05 8.15 2.78  0.093
165 H 8.34 7.07 0.49  0.158
166 H 6.36 6.09 1.46  0.141
167 H 7.26 5.37 2.81  0.128


The following is a quantum chemistry calculation of C27H52BrGeKN3O9P as an isolated structure, from the Open Molecules 2025 dataset.

Electronic energy: -7493.9018 hartree
Total charge: -1
2S+1: 2
⟨S²⟩: 0.757

Each line ends with the Löwdin charge.
CARTESIAN COORDINATES (ANGSTROEM)
1 K -0.32 0.89 0.69  0.697
2 N -2.97 0.67 -2.25  0.012
3 C -4.02 0.09 -1.43  -0.209
4 C -4.07 0.54 0.04  -0.511
5 O -4.36 -0.27 0.92  0.030
6 N -3.82 1.87 0.21  0.061
7 C -4.22 2.40 1.39  -0.128
8 C -2.90 2.41 2.70  -0.613
9 O -3.43 2.62 3.75  0.068
10 O -1.80 2.23 2.23  -0.075
11 H -2.08 0.23 -2.02  0.010
12 H -2.88 1.65 -2.02  0.044
13 H -3.95 -1.00 -1.45  0.087
14 H -5.00 0.36 -1.86  0.111
15 H -4.99 1.87 1.95  0.098
16 H -4.31 3.48 1.39  0.099
17 C 4.47 1.26 -2.25  -0.080
18 C 3.22 0.41 -2.01  -0.722
19 C 2.17 0.74 -3.07  -0.028
20 C 3.60 -1.07 -2.13  -0.036
21 O 2.68 0.61 -0.73  -0.339
22 Ge 2.70 2.27 0.20  0.943
23 O 1.94 1.41 1.70  -0.428
24 C 2.70 1.11 2.85  -0.728
25 C 3.83 0.14 2.51  -0.036
26 C 1.74 0.45 3.83  -0.033
27 C 3.27 2.39 3.48  -0.059
28 O 0.99 2.71 -0.45  -0.433
29 C 0.57 4.00 -0.87  -0.713
30 C 0.66 4.06 -2.39  -0.046
31 C 1.41 5.12 -0.26  -0.080
32 C -0.88 4.16 -0.43  -0.037
33 H 4.92 1.02 -3.22  0.078
34 H 5.21 1.07 -1.47  0.078
35 H 4.23 2.32 -2.24  0.054
36 H 2.55 0.56 -4.08  0.085
37 H 1.87 1.78 -2.99  0.051
38 H 1.28 0.13 -2.92  0.057
39 H 4.03 -1.29 -3.11  0.082
40 H 2.72 -1.70 -2.00  0.052
41 H 4.33 -1.33 -1.36  0.087
42 H 3.42 -0.80 2.12  0.064
43 H 4.44 -0.09 3.39  0.083
44 H 4.48 0.55 1.74  0.069
45 H 1.28 -0.44 3.38  0.068
46 H 0.94 1.15 4.08  0.085
47 H 2.24 0.15 4.76  0.084
48 H 4.02 2.84 2.83  0.057
49 H 3.73 2.18 4.45  0.078
50 H 2.46 3.10 3.62  0.086
51 H 1.70 3.94 -2.71  0.075
52 H 0.29 5.02 -2.78  0.081
53 H 0.07 3.26 -2.84  0.082
54 H 2.45 5.07 -0.59  0.054
55 H 1.39 5.07 0.83  0.083
56 H 1.00 6.09 -0.56  0.081
57 H -1.50 3.36 -0.82  0.066
58 H -1.30 5.11 -0.77  0.086
59 H -0.95 4.12 0.66  0.079
60 Br -4.83 -2.88 5.36  0.721
61 C -3.53 -2.13 4.21  -0.682
62 C -3.23 -2.75 3.01  -0.105
63 C -2.28 -2.14 2.20  -0.130
64 N -1.64 -1.02 2.52  0.066
65 C -1.95 -0.45 3.68  -0.130
66 C -2.89 -0.96 4.56  -0.090
67 H -3.72 -3.65 2.70  0.100
68 H -2.03 -2.58 1.24  0.083
69 H -1.44 0.48 3.92  0.099
70 H -3.12 -0.44 5.48  0.106
71 C -0.50 -3.76 -4.55  -0.080
72 C 0.53 -2.94 -3.79  -0.317
73 O 0.44 -3.21 -2.38  -0.307
74 P -0.43 -2.13 -1.50  0.873
75 O -1.93 -2.73 -1.55  -0.322
76 C -2.24 -4.10 -1.23  -0.291
77 C -3.72 -4.29 -1.43  -0.071
78 O -0.01 -2.67 -0.03  -0.319
79 C 1.17 -2.13 0.59  -0.299
80 C 2.26 -3.17 0.62  -0.063
81 H -0.39 -3.60 -5.62  0.075
82 H -1.51 -3.47 -4.26  0.071
83 H -0.36 -4.82 -4.34  0.077
84 H 0.38 -1.87 -3.97  0.094
85 H 1.54 -3.20 -4.09  0.114
86 H -1.95 -4.30 -0.19  0.104
87 H -1.65 -4.76 -1.87  0.108
88 H -4.28 -3.61 -0.78  0.076
89 H -4.01 -5.31 -1.19  0.075
90 H -4.00 -4.08 -2.47  0.077
91 H 0.88 -1.83 1.60  0.094
92 H 1.51 -1.22 0.07  0.071
93 H 1.94 -4.05 1.19  0.079
94 H 3.16 -2.76 1.09  0.067
95 H 2.51 -3.49 -0.39  0.068


The following is a quantum chemistry calculation of a 2-piece molecular cluster, C14H20BrFINO5P overall, from the Open Molecules 2025 dataset.

Electronic energy: -4289.4299 hartree
Total charge: -1
2S+1: 1

Each line ends with the Löwdin charge.
CARTESIAN COORDINATES (ANGSTROEM)
1 O 5.02 -1.48 0.59  -0.074
2 C 3.87 -2.29 0.31  -0.270
3 C 2.92 -1.53 -0.62  -0.238
4 C 1.88 -0.76 0.20  -0.195
5 C 0.83 -0.10 -0.71  -0.191
6 C -0.53 -0.80 -0.96  -0.316
7 P -1.07 -2.27 0.05  0.586
8 O -2.34 -2.77 -0.85  -0.381
9 I 0.56 -4.11 -0.34  0.461
10 C -1.57 0.35 -0.85  -0.464
11 F -1.98 0.73 -2.13  0.063
12 C -2.82 0.15 -0.01  -0.175
13 C -3.98 -0.42 -0.53  -0.044
14 C -5.08 -0.54 0.31  -0.171
15 N -5.15 -0.17 1.58  0.028
16 C -4.04 0.38 2.09  -0.317
17 C -2.88 0.52 1.33  -0.063
18 O -0.89 1.38 -0.23  0.002
19 C 0.53 1.41 -0.54  -0.430
20 O 0.60 2.15 -1.72  0.077
21 C 1.07 2.16 0.68  -0.056
22 C 2.24 3.13 0.43  -0.227
23 O 3.13 2.79 -0.62  -0.059
24 H 5.04 -1.29 1.52  0.076
25 H 4.22 -3.22 -0.14  0.109
26 H 3.37 -2.52 1.25  0.108
27 H 2.46 -2.19 -1.34  0.040
28 H 3.52 -0.79 -1.16  0.117
29 H 1.41 -1.40 0.94  0.076
30 H 2.46 -0.02 0.77  0.108
31 H 1.35 -0.10 -1.68  0.137
32 H -0.55 -1.10 -2.01  0.120
33 H -2.06 -3.06 -1.73  0.047
34 H -4.02 -0.75 -1.56  0.103
35 H -5.98 -0.98 -0.11  0.099
36 H -4.03 0.69 3.12  0.067
37 H -2.00 0.94 1.80  0.112
38 H 0.36 1.55 -2.44  0.105
39 H 0.23 2.76 1.03  0.136
40 H 1.32 1.49 1.49  0.112
41 H 1.87 4.15 0.30  0.117
42 H 2.83 3.16 1.35  0.108
43 H 3.17 1.83 -0.72  0.067
44 Br -5.28 2.93 1.84  -0.508


Question: Which formula does entry 3 have?
Answer: C27H52BrGeKN3O9P